This record from the OMol25 dataset describes C46H42FN5O3PSSiV as an isolated structure. The level of theory is ωB97M-V/def2-TZVPD.

Summary:
**Energy above the lowest of the compared OMol25 structures with the same formula, charge and spin**: 0.218 eV
**LUMO energy (spin up / spin down)**: -0.862 / -0.890 eV
**E_tot**: -4350.61436 a.u.
**HOMO level (spin up / spin down)**: -7.960 / -8.154 eV
**Spin multiplicity**: 3

Each line ends with the Mulliken charge.
Cartesian coordinates (Å):
V: 0.92 -0.51 0.72  0.32
C: -2.18 -1.53 3.45  -1.31
Si: -1.09 0.00 3.20  0.16
C: -1.94 1.06 1.92  -0.03
C: -0.99 1.01 4.78  -1.24
N: 0.53 -0.43 2.64  0.30
C: 1.39 -0.99 3.59  -0.43
C: 0.98 -1.80 4.66  0.40
C: 1.88 -2.34 5.57  -1.15
C: 3.23 -2.11 5.45  -0.55
C: 3.69 -1.30 4.41  -0.79
C: 2.77 -0.77 3.53  0.01
F: 3.24 0.02 2.54  -0.22
H: -3.23 -1.25 3.29  0.50
H: -2.12 -1.97 4.44  0.53
H: -1.95 -2.30 2.71  0.22
H: -2.99 1.11 2.21  0.63
H: -1.91 0.64 0.92  -0.50
H: -1.55 2.08 1.90  0.09
H: -2.00 1.33 5.07  0.40
H: -0.41 1.92 4.60  0.28
H: -0.54 0.49 5.63  0.38
H: -0.07 -2.02 4.78  0.41
H: 1.50 -2.96 6.37  0.44
H: 3.94 -2.53 6.15  0.40
H: 4.73 -1.07 4.28  0.47
N: 1.10 3.24 1.64  0.19
C: 0.19 4.06 1.00  -0.04
C: -0.05 5.34 1.53  -0.49
C: -0.89 6.22 0.89  -0.63
C: -1.53 5.87 -0.30  -0.93
C: -1.30 4.61 -0.82  -0.47
C: -0.45 3.69 -0.20  -0.14
P: -0.16 2.06 -0.93  3.14
C: -1.74 1.73 -1.79  0.02
C: -2.95 1.99 -1.14  -0.22
C: -4.15 1.66 -1.74  -1.14
C: -4.18 1.06 -2.99  -0.69
C: -2.99 0.82 -3.65  -0.38
C: -1.77 1.16 -3.06  -0.53
C: 1.03 2.39 -2.27  0.35
C: 1.53 3.66 -2.52  -1.22
C: 2.49 3.85 -3.50  -0.87
C: 2.95 2.77 -4.24  -0.86
C: 2.46 1.50 -3.99  -1.09
C: 1.52 1.30 -3.00  0.43
H: 1.28 3.47 2.60  0.33
H: 0.99 2.25 1.49  -1.08
H: 0.44 5.62 2.45  0.38
H: -1.06 7.20 1.32  0.40
H: -2.18 6.56 -0.80  0.44
H: -1.79 4.32 -1.75  0.52
H: -2.95 2.48 -0.18  0.58
H: -5.08 1.87 -1.22  0.42
H: -5.12 0.80 -3.45  0.41
H: -2.98 0.36 -4.63  0.46
H: -0.86 0.96 -3.60  0.22
H: 1.18 4.51 -1.94  0.36
H: 2.88 4.84 -3.69  0.43
H: 3.70 2.93 -5.01  0.41
H: 2.82 0.65 -4.56  0.48
H: 1.17 0.30 -2.79  0.12
C: 0.07 -6.03 0.82  -0.56
C: 0.72 -5.77 -0.38  -0.71
C: 1.33 -4.54 -0.59  -0.32
C: 1.28 -3.59 0.42  -0.13
C: 0.60 -3.83 1.61  0.12
C: 0.01 -5.07 1.81  -0.70
N: 1.85 -2.29 0.24  0.77
N: 2.79 -2.22 -0.58  -0.87
C: 3.28 -0.91 -0.79  -0.01
C: 4.43 -0.82 -1.57  -0.52
C: 5.02 0.42 -1.74  -0.81
C: 4.46 1.53 -1.12  -0.82
C: 3.29 1.42 -0.36  0.09
C: 2.66 0.20 -0.19  1.54
H: -0.41 -6.99 0.97  0.41
H: 0.73 -6.51 -1.17  0.41
H: 1.81 -4.31 -1.53  0.42
H: 0.56 -3.06 2.37  0.32
H: -0.50 -5.27 2.74  0.44
H: 4.84 -1.71 -2.03  0.52
H: 5.92 0.53 -2.33  0.40
H: 4.93 2.50 -1.23  0.46
H: 2.88 2.32 0.07  0.47
O: -0.61 -1.53 -4.72  -0.70
S: -0.68 -2.41 -3.59  1.23
O: -0.14 -3.73 -3.72  -0.73
N: -0.03 -1.68 -2.25  -0.19
C: -0.93 -1.58 -1.31  -0.47
O: -0.66 -1.18 -0.13  0.97
C: -2.30 -2.03 -1.65  0.16
C: -3.45 -1.99 -0.88  0.13
C: -4.63 -2.47 -1.45  -1.04
C: -4.64 -2.96 -2.75  -0.58
C: -3.48 -3.00 -3.53  -0.88
C: -2.33 -2.52 -2.95  0.19
H: -3.42 -1.61 0.13  0.59
H: -5.54 -2.46 -0.88  0.44
H: -5.57 -3.32 -3.17  0.43
H: -3.49 -3.38 -4.54  0.52

***

This record from the OMol25 dataset describes an isolated ion of composition C5H13N4OS and charge +1. The level of theory is ωB97M-V/def2-TZVPD.

Summary:
**Total charge**: +1
**Energy above the lowest of the compared OMol25 structures with the same formula, charge and spin**: 2.976 eV
**LUMO energy**: -2.954 eV
**SMILES**: C[N+]1(C(=O)NS(C)(=N)=N)CC1
**E_tot**: -890.34064 a.u.
**HOMO level**: -13.364 eV

Each line ends with the Mulliken charge.
Cartesian coordinates (Å):
C: 2.28 0.48 1.29  -0.85
N: 1.61 0.06 0.01  0.32
C: 0.26 0.60 -0.31  0.36
O: 0.12 1.19 -1.35  -0.48
N: -0.66 0.42 0.70  -0.46
S: -2.22 -0.21 0.07  0.92
C: -2.96 1.42 -0.23  -1.01
N: -3.19 -0.83 1.04  -0.70
N: -1.57 -1.03 -1.02  -0.61
C: 2.56 -0.21 -1.17  -0.34
C: 1.80 -1.29 -0.46  -0.25
H: 1.80 0.19 2.27  0.32
H: 3.26 0.07 1.13  0.34
H: 2.14 1.48 1.45  0.44
H: -0.31 -0.27 1.37  0.37
H: -2.70 1.82 -1.34  0.29
H: -3.92 1.20 -0.06  0.49
H: -2.54 2.15 0.50  0.33
H: -3.02 -1.80 1.11  0.28
H: -2.13 -1.77 -1.44  0.25
H: 3.59 -0.23 -0.91  0.26
H: 2.29 0.27 -2.10  0.24
H: 0.99 -1.92 -0.79  0.26
H: 2.50 -1.80 0.23  0.25

***

This record from the OMol25 dataset describes a 2-piece molecular cluster, C2H5FO2S overall. The level of theory is ωB97M-V/def2-TZVPD.

Summary:
**Energy above the lowest of the compared OMol25 structures with the same formula, charge and spin**: 0.355 eV
**LUMO energy**: 0.510 eV
**E_tot**: -727.68376 a.u.
**HOMO level**: -10.315 eV

Each line ends with the Mulliken charge.
Cartesian coordinates (Å):
C: 0.89 -0.55 1.18  -0.78
C: 0.85 0.65 1.72  -0.32
O: -1.38 -1.02 -1.29  -0.46
O: 0.58 0.09 -2.32  -0.43
F: -1.68 1.21 -2.27  -0.35
S: -0.47 0.34 -1.40  0.88
H: -2.32 -0.93 -1.43  0.35
H: 1.58 -0.79 0.39  0.38
H: 0.27 -1.35 1.53  0.25
H: 1.50 1.45 1.38  0.25
H: 0.19 0.90 2.53  0.23

***

This record from the OMol25 dataset describes C4H6N2O2 as an isolated structure. The level of theory is ωB97M-V/def2-TZVPD.

Summary:
**Energy above the lowest of the compared OMol25 structures with the same formula, charge and spin**: 6.119 eV
**LUMO energy (spin up / spin down)**: 0.975 / -2.229 eV
**E_tot**: -415.66034 a.u.
**HOMO level (spin up / spin down)**: -7.306 / -10.461 eV
**Spin multiplicity**: 3

Each line ends with the Mulliken charge.
Cartesian coordinates (Å):
C: -1.22 -0.13 -0.42  -0.65
C: -0.55 -1.22 0.37  -0.66
C: 1.36 0.75 0.36  -0.28
C: 0.05 0.15 0.35  0.71
N: 0.40 0.96 1.47  -0.41
N: -0.17 2.76 1.62  0.89
O: 0.67 3.39 2.08  -0.50
O: -1.32 2.94 1.51  -0.51
H: -1.28 -0.27 -1.44  0.27
H: -2.03 0.44 -0.06  0.23
H: -1.14 -1.47 1.22  0.23
H: 0.17 -2.06 0.11  0.24
H: 2.27 0.06 0.40  0.25
H: 1.66 1.61 -0.38  0.19

***

This record from the OMol25 dataset describes C31H38CeN10PSSb as an isolated structure. The level of theory is ωB97M-V/def2-TZVPD.

Summary:
**Total charge**: +3
**Energy above the lowest of the compared OMol25 structures with the same formula, charge and spin**: 0.162 eV
**LUMO energy (spin up / spin down)**: -7.926 / -7.900 eV
**E_tot**: -3205.82225 a.u.
**HOMO level (spin up / spin down)**: -15.471 / -15.472 eV
**Spin multiplicity**: 2

Each line ends with the Mulliken charge.
Cartesian coordinates (Å):
Ce: -0.35 -0.90 0.49  0.31
C: -3.48 1.63 1.71  -1.57
C: -3.16 0.40 2.50  0.86
C: -4.16 -0.23 3.24  -0.72
C: -3.84 -1.30 4.04  -0.88
C: -2.50 -1.67 4.17  -0.83
C: -1.56 -1.00 3.41  0.49
N: -1.88 -0.03 2.53  -0.03
Sb: 0.48 -1.34 4.02  1.01
C: 0.57 -3.11 2.78  -0.03
C: 1.16 -4.25 3.27  -0.75
C: 0.95 -5.46 2.61  -0.67
C: 0.14 -5.48 1.49  -0.88
C: -0.43 -4.29 1.03  1.07
C: -1.32 -4.27 -0.17  -1.56
N: -0.19 -3.14 1.66  0.59
C: 1.56 0.13 2.83  0.16
C: 2.36 0.94 3.62  -0.79
C: 3.30 1.77 3.01  -0.83
C: 3.45 1.72 1.64  -0.89
C: 2.63 0.88 0.89  0.96
C: 2.86 0.73 -0.58  -1.32
N: 1.68 0.15 1.48  0.76
H: -3.81 1.40 0.70  0.29
H: -4.29 2.19 2.19  0.60
H: -2.61 2.28 1.67  0.20
H: -5.17 0.14 3.19  0.51
H: -4.60 -1.81 4.62  0.49
H: -2.21 -2.43 4.88  0.49
H: 1.74 -4.23 4.18  0.57
H: 1.39 -6.38 2.98  0.50
H: -0.08 -6.41 0.98  0.57
H: -2.04 -5.08 -0.13  0.64
H: -0.75 -4.39 -1.10  0.23
H: -1.90 -3.34 -0.24  0.20
H: 2.27 0.92 4.70  0.56
H: 3.92 2.42 3.61  0.48
H: 4.21 2.31 1.15  0.60
H: 3.56 -0.10 -0.76  0.36
H: 3.31 1.62 -1.01  0.53
H: 1.94 0.49 -1.13  -0.05
N: -3.47 -1.08 -3.32  -0.35
C: -2.40 -1.05 -2.51  0.43
S: -2.59 -0.08 -1.05  -0.54
N: -1.34 -1.70 -2.90  -1.63
N: -0.30 -1.72 -1.99  1.16
C: 0.78 -2.18 -2.50  -1.23
C: 1.96 -2.47 -1.69  1.04
C: 3.11 -2.98 -2.28  -0.92
C: 4.19 -3.29 -1.47  -0.70
C: 4.09 -3.08 -0.10  -1.01
C: 2.91 -2.55 0.40  -0.26
N: 1.86 -2.25 -0.37  0.89
H: -4.33 -0.63 -3.07  0.20
H: -3.43 -1.63 -4.16  0.25
H: 0.79 -2.43 -3.56  0.49
H: 3.15 -3.14 -3.34  0.57
H: 5.10 -3.70 -1.90  0.48
H: 4.90 -3.32 0.57  0.53
H: 2.80 -2.37 1.46  0.36
C: 0.68 4.50 -3.12  -0.80
N: -0.48 3.53 -3.45  0.08
C: -1.80 4.21 -3.03  -0.78
N: -1.75 4.60 -1.67  0.23
C: -0.63 5.51 -1.43  -0.93
N: 0.65 4.88 -1.76  0.23
C: 0.98 3.78 -0.85  -1.41
P: -0.26 2.39 -0.90  1.61
C: -0.30 2.21 -2.75  -1.39
C: -1.77 3.46 -0.75  -1.34
H: 0.53 5.36 -3.77  0.35
H: 1.60 3.99 -3.39  0.38
H: -0.49 3.37 -4.45  0.36
H: -2.59 3.49 -3.23  0.37
H: -1.90 5.07 -3.69  0.36
H: -0.63 5.81 -0.39  0.38
H: -0.76 6.40 -2.05  0.35
H: 1.03 4.17 0.17  0.49
H: 1.98 3.41 -1.09  0.42
H: -1.13 1.56 -3.02  0.54
H: 0.63 1.77 -3.11  0.46
H: -1.83 3.85 0.27  0.52
H: -2.66 2.86 -0.93  0.49

***

This record from the OMol25 dataset describes a 2-piece molecular cluster, C31H27F3NO4S overall. The level of theory is ωB97M-V/def2-TZVPD.

Summary:
**Total charge**: -1
**Energy above the lowest of the compared OMol25 structures with the same formula, charge and spin**: 0.000 eV
**LUMO energy**: 1.584 eV
**E_tot**: -2251.02630 a.u.
**HOMO level**: -2.698 eV

Each line ends with the Mulliken charge.
Cartesian coordinates (Å):
C: -5.53 0.52 3.21  -1.33
C: -4.04 0.31 3.20  1.01
C: -3.56 -1.01 3.20  -0.48
C: -2.20 -1.27 3.11  -0.97
C: -1.26 -0.21 2.99  0.95
C: 0.09 -0.55 2.78  -0.51
S: 1.27 0.72 2.99  0.92
C: 2.86 -0.25 3.04  0.44
F: 3.91 0.59 3.02  -0.25
F: 2.92 -1.01 4.16  -0.23
F: 2.96 -1.08 1.98  -0.07
O: 1.33 1.55 1.81  -0.59
O: 1.12 1.30 4.30  -0.67
C: -1.76 1.13 3.07  -0.77
C: -3.11 1.37 3.17  -0.81
H: -5.78 1.59 3.21  0.33
H: -5.98 0.06 2.32  0.25
H: -5.99 0.04 4.08  0.29
H: -4.27 -1.84 3.27  0.31
H: -1.81 -2.28 3.14  0.30
H: 0.42 -1.58 2.90  0.36
H: -1.06 1.97 3.09  0.30
H: -3.50 2.39 3.21  0.22
C: 5.81 1.71 -1.42  -0.48
C: 4.54 1.30 -1.83  -0.43
C: 4.12 0.02 -1.47  0.12
C: 4.94 -0.82 -0.71  0.25
C: 6.21 -0.43 -0.33  -0.49
C: 6.64 0.86 -0.68  -0.47
C: 4.20 -2.06 -0.35  -0.30
O: 4.63 -3.00 0.30  -0.68
C: 2.84 -1.90 -0.95  0.29
C: 1.81 -2.77 -0.74  -0.11
C: 0.65 -2.89 -1.58  0.57
C: 0.60 -2.56 -2.96  -1.22
C: -0.60 -2.44 -3.65  1.01
C: -1.82 -2.76 -2.98  0.12
N: -3.03 -2.64 -3.61  0.12
C: -3.09 -2.43 -5.05  -0.65
C: -1.99 -1.49 -5.53  -0.84
C: -0.62 -1.99 -5.07  -0.91
C: -4.24 -3.17 -3.00  -0.61
C: -4.25 -2.95 -1.49  -0.87
C: -3.00 -3.53 -0.85  -0.81
C: -1.77 -3.19 -1.62  0.84
C: -0.55 -3.32 -0.98  -1.29
C: 2.79 -0.62 -1.70  0.54
O: 1.88 -0.14 -2.36  -0.71
H: 6.16 2.71 -1.67  0.38
H: 3.87 1.94 -2.40  0.46
H: 6.83 -1.12 0.24  0.46
H: 7.63 1.20 -0.36  0.37
H: 1.89 -3.45 0.11  0.40
H: 1.53 -2.41 -3.50  0.58
H: -3.01 -3.39 -5.59  0.28
H: -4.08 -2.02 -5.29  0.40
H: -2.02 -1.43 -6.62  0.37
H: -2.17 -0.49 -5.15  0.32
H: 0.12 -1.19 -5.19  0.38
H: -0.30 -2.81 -5.72  0.31
H: -5.10 -2.68 -3.47  0.40
H: -4.31 -4.25 -3.20  0.26
H: -4.32 -1.88 -1.27  0.31
H: -5.13 -3.43 -1.06  0.37
H: -2.88 -3.15 0.17  0.28
H: -3.09 -4.62 -0.78  0.31
H: -0.52 -3.73 0.03  0.37

***

This record from the OMol25 dataset describes C28H29BN10O2PdS3 as an isolated structure. The level of theory is ωB97M-V/def2-TZVPD.

Summary:
**Total charge**: +2
**Energy above the lowest of the compared OMol25 structures with the same formula, charge and spin**: 0.000 eV
**LUMO energy (spin up / spin down)**: -5.665 / -8.512 eV
**E_tot**: -3129.28810 a.u.
**HOMO level (spin up / spin down)**: -12.834 / -13.497 eV
**Spin multiplicity**: 5

Each line ends with the Mulliken charge.
Cartesian coordinates (Å):
Pd: 0.16 -0.37 -0.18  0.69
O: -5.74 1.84 4.55  -0.39
C: -6.37 1.24 3.78  0.85
O: -6.96 0.62 2.99  -0.39
C: -3.90 0.74 2.20  -1.06
C: -4.05 0.05 1.03  -1.20
C: -2.86 -0.21 0.34  0.13
N: -1.70 0.24 0.82  1.54
C: -1.59 0.91 1.97  0.57
C: -2.73 1.18 2.74  -1.10
C: -0.22 1.31 2.37  0.66
C: 0.00 2.15 3.45  -1.18
C: 1.30 2.44 3.84  -0.78
C: 2.35 1.89 3.12  -0.86
C: 2.05 1.09 2.04  0.08
N: 0.81 0.81 1.67  0.91
C: -2.80 -0.99 -0.93  0.49
C: -3.94 -1.41 -1.59  -0.94
C: -3.82 -2.15 -2.75  -0.80
C: -2.56 -2.46 -3.23  -1.00
C: -1.46 -2.01 -2.51  -0.75
N: -1.58 -1.29 -1.40  1.60
H: -5.02 -0.28 0.67  0.47
H: -2.68 1.67 3.70  0.50
H: -0.82 2.59 3.99  0.44
H: 1.49 3.08 4.69  0.47
H: 3.38 2.07 3.39  0.53
H: 2.85 0.65 1.44  0.05
H: -4.93 -1.17 -1.21  0.50
H: -4.71 -2.49 -3.28  0.47
H: -2.42 -3.04 -4.13  0.53
H: -0.45 -2.23 -2.84  0.54
C: -1.37 -4.71 -0.26  -0.75
N: 0.05 -4.44 -0.48  0.38
C: 0.90 -5.19 -1.27  -0.37
C: 2.16 -4.72 -1.05  -0.72
N: 2.07 -3.68 -0.16  -0.08
B: 3.23 -3.01 0.67  0.02
N: 3.74 -1.63 0.11  0.64
C: 4.86 -1.05 0.67  -0.74
C: 5.07 0.14 0.07  -0.41
N: 4.07 0.29 -0.86  0.26
C: 3.86 1.46 -1.71  -0.75
C: 3.26 -0.79 -0.82  -0.35
S: 1.89 -1.00 -1.84  -0.48
C: 0.80 -3.55 0.19  0.07
S: 0.26 -2.37 1.33  -0.20
H: -1.77 -5.21 -1.13  0.34
H: -1.90 -3.78 -0.10  0.25
H: -1.50 -5.35 0.61  0.30
H: 0.55 -5.98 -1.91  0.50
H: 3.10 -5.04 -1.45  0.56
H: 4.16 -3.78 0.67  -0.11
H: 2.79 -2.80 1.79  0.00
H: 5.42 -1.55 1.44  0.51
H: 5.85 0.87 0.22  0.46
H: 4.57 2.23 -1.42  0.33
H: 2.84 1.83 -1.58  0.19
H: 4.02 1.20 -2.76  0.32
C: 0.27 5.67 0.17  -1.00
C: -1.02 5.02 -0.34  -0.53
C: -0.73 3.72 -1.04  0.17
N: -0.41 2.62 -0.46  -0.51
N: -0.15 1.60 -1.34  0.72
C: -0.27 1.95 -2.60  -0.08
N: -0.07 1.12 -3.65  -0.33
S: -0.74 3.60 -2.78  -0.16
H: 0.05 6.63 0.64  0.37
H: 0.97 5.85 -0.65  0.33
H: 0.76 5.03 0.90  0.23
H: -1.53 5.69 -1.02  0.40
H: -1.69 4.81 0.50  0.23
H: 0.53 0.33 -3.48  0.13
H: -0.03 1.52 -4.57  0.28